[1]
Computed, not measured: an isolated molecule of C2H3N3O, with ωB97M-V/def2-TZVPD.

## Properties
HOMO energy	-9.411	eV
LUMO energy	0.901	eV
frontier orbital gap	10.312	eV
E	-8640.1990	eV
relative energy (zero: lowest compared OMol25 entry of this formula, charge and spin)	0.296	eV

```
! RIJCOSX wB97M-V def2-TZVPD def2/J DEFGRID3
* xyz 0 1
O 2.195 0.370 -0.071
N 0.089 1.134 0.521
N 0.249 -0.900 -0.476
N -1.127 0.547 0.389
C -1.014 -0.651 -0.198
C 0.867 0.216 -0.010
H -1.851 -1.307 -0.394
H 2.539 -0.429 -0.494
H -1.948 1.019 0.732
*
```



[2]
Computed, not measured: an isolated molecule of C2H3N3O at a distorted geometry, with ωB97M-V/def2-TZVPD.

## Properties
HOMO energy	-9.138	eV
LUMO energy	0.652	eV
frontier orbital gap	9.791	eV
E	-8638.3831	eV
relative energy (zero: lowest compared OMol25 entry of this formula, charge and spin)	2.111	eV

```
! RIJCOSX wB97M-V def2-TZVPD def2/J DEFGRID3
* xyz 0 1
O 1.954 -0.863 -0.102
N -0.038 0.129 0.946
N 0.203 -0.227 -1.167
N -1.060 0.338 -1.040
C -1.168 0.538 0.243
C 0.816 -0.356 -0.002
H 1.192 -0.705 -1.551
H 0.132 0.174 1.936
H -2.031 0.972 0.737
*
```



[3]
Computed, not measured: an isolated molecule of C2H3N3O2 at a distorted geometry, with ωB97M-V/def2-TZVPD.

## Properties
HOMO energy	-10.014	eV
LUMO energy	0.611	eV
frontier orbital gap	10.625	eV
E	-10686.6712	eV
relative energy (zero: lowest compared OMol25 entry of this formula, charge and spin)	1.786	eV

```
! RIJCOSX wB97M-V def2-TZVPD def2/J DEFGRID3
* xyz 0 1
O 1.115 -1.257 -0.132
O 2.699 0.362 -0.277
N 0.448 0.812 0.027
N -0.290 -1.271 0.120
N -1.785 0.741 0.272
C -0.728 0.092 0.134
C 1.554 0.041 -0.143
H -0.651 -1.870 -0.617
H 0.457 1.809 0.164
H -2.721 0.498 0.439
*
```



> Look up the E of the second one.

-8638.3831 eV



> Which formula does entry 3 have?

C2H3N3O2



Please write out number 1 again, unchanged.
Computed, not measured: an isolated molecule of C2H3N3O, with ωB97M-V/def2-TZVPD.

## Properties
HOMO energy	-9.411	eV
LUMO energy	0.901	eV
frontier orbital gap	10.312	eV
E	-8640.1990	eV
relative energy (zero: lowest compared OMol25 entry of this formula, charge and spin)	0.296	eV

```
! RIJCOSX wB97M-V def2-TZVPD def2/J DEFGRID3
* xyz 0 1
O 2.195 0.370 -0.071
N 0.089 1.134 0.521
N 0.249 -0.900 -0.476
N -1.127 0.547 0.389
C -1.014 -0.651 -0.198
C 0.867 0.216 -0.010
H -1.851 -1.307 -0.394
H 2.539 -0.429 -0.494
H -1.948 1.019 0.732
*
```